1.
The following is a DFT calculation (ωB97M-V with the def2-TZVPD basis set) of C34H32BrF4N2O3PYb as an isolated structure in a non-equilibrium geometry.

Its net charge is +3. The calculation puts the HOMO-LUMO gap (spin up / spin down) at 0.213 / 0.168 Eh. As for the highest occupied orbital energy (spin up / spin down): -0.554 / -0.554 hartree. The total energy is -166604.4468 eV. The spin multiplicity is 2. For the LUMO energy (spin up / spin down), the calculation gives -9.3 / -10.5 eV.

Each line ends with the Mulliken charge.
Atoms and positions in Å:
1 Yb -1.48 1.12 -0.84  0.95
2 C -3.06 -1.78 0.34  -0.68
3 O -3.14 -0.37 0.09  -0.27
4 C -4.34 -0.04 -0.64  -0.43
5 C -4.46 1.46 -0.64  -0.55
6 O -3.40 2.14 -1.33  -0.19
7 C -3.60 2.38 -2.79  -0.81
8 C -3.14 1.24 -3.64  -0.48
9 O -1.91 0.72 -3.15  -0.07
10 C -1.36 -0.24 -4.04  -0.71
11 H -2.21 -1.93 0.98  0.14
12 H -2.89 -2.26 -0.68  0.35
13 H -3.90 -2.18 0.90  0.35
14 H -5.20 -0.51 -0.16  0.62
15 H -4.24 -0.44 -1.69  0.19
16 H -4.34 1.75 0.43  0.27
17 H -5.47 1.78 -0.97  0.52
18 H -3.12 3.33 -2.85  0.28
19 H -4.65 2.59 -2.98  0.48
20 H -3.00 1.60 -4.68  0.55
21 H -3.96 0.46 -3.70  0.45
22 H -0.58 0.24 -4.64  0.26
23 H -2.20 -0.67 -4.63  0.45
24 H -0.97 -1.02 -3.41  0.21
25 F 2.74 -3.37 -4.95  -0.22
26 C 2.42 -3.04 -3.67  0.24
27 C 2.75 -3.87 -2.58  0.26
28 F 3.26 -5.08 -2.84  -0.25
29 C 2.66 -3.43 -1.27  -0.07
30 F 3.32 -4.17 -0.29  -0.37
31 C 1.94 -2.23 -0.97  0.22
32 P 1.52 -1.67 0.68  1.23
33 C 1.44 -3.20 1.71  0.90
34 C 0.97 -4.42 1.12  -0.49
35 C 0.86 -5.53 1.93  -0.78
36 C 1.16 -5.50 3.27  -0.63
37 C 1.71 -4.35 3.82  -0.65
38 C 1.79 -3.17 3.04  -0.51
39 C 3.15 -1.00 1.20  0.64
40 C 3.08 -0.06 2.22  -0.12
41 C 4.23 0.59 2.60  -0.76
42 C 5.40 0.49 1.85  -0.64
43 C 5.47 -0.46 0.82  -0.63
44 C 4.36 -1.25 0.50  -0.46
45 C 1.64 -1.36 -2.04  -0.27
46 Br 1.23 0.53 -1.73  -0.02
47 C 1.81 -1.80 -3.35  0.23
48 F 1.69 -0.89 -4.37  -0.34
49 H 0.75 -4.56 0.05  0.40
50 H 0.48 -6.42 1.54  0.49
51 H 1.07 -6.43 3.86  0.38
52 H 2.05 -4.30 4.83  0.45
53 H 2.18 -2.30 3.57  0.29
54 H 2.14 0.14 2.74  0.17
55 H 4.30 1.03 3.57  0.43
56 H 6.21 1.16 2.05  0.46
57 H 6.39 -0.54 0.24  0.41
58 H 4.38 -2.09 -0.21  0.39
59 C -0.36 5.64 -1.53  -0.99
60 C -0.42 6.16 -0.22  -0.44
61 C -0.63 5.26 0.85  -1.32
62 C -0.86 3.89 0.51  0.79
63 N -0.67 3.38 -0.76  0.32
64 C -0.42 4.27 -1.73  -0.11
65 C -1.03 2.98 1.63  0.68
66 C -1.35 3.50 2.93  -0.88
67 C -1.03 2.78 4.07  -0.60
68 C -0.64 1.43 3.90  -0.78
69 C -0.71 0.90 2.61  -0.29
70 N -0.83 1.63 1.50  0.13
71 H -0.26 6.35 -2.37  0.42
72 H -0.30 7.25 -0.07  0.47
73 H -0.53 5.63 1.87  0.52
74 H -0.23 3.84 -2.70  0.58
75 H -1.75 4.51 3.05  0.64
76 H -1.00 3.16 5.08  0.49
77 H -0.48 0.79 4.74  0.54
78 H -0.45 -0.15 2.41  0.55


2.
The following is a DFT calculation (ωB97M-V with the def2-TZVPD basis set) of C34H32BrN9NiO4SSe as an isolated structure in a non-equilibrium geometry.

The calculation puts the HOMO-LUMO gap (spin up / spin down) at 0.232 / 0.204 Eh. As for the highest occupied orbital energy (spin up / spin down): -0.260 / -0.260 hartree. The total energy is -244644.9316 eV. The spin multiplicity is 3. For the LUMO energy (spin up / spin down), the calculation gives -0.7 / -1.5 eV.

Each line ends with the natural charge from an NBO analysis.
Atoms and positions in Å:
1 Ni -0.14 -0.11 0.09  1.24
2 O -0.77 4.81 3.87  -0.63
3 C -0.64 3.64 3.22  0.38
4 C -0.29 2.45 3.86  -0.33
5 C -0.15 1.31 3.10  0.11
6 N -0.34 1.30 1.78  -0.56
7 C -0.69 2.43 1.21  0.17
8 Br -0.95 2.23 -0.67  0.11
9 C -0.86 3.63 1.84  -0.33
10 H -0.59 4.71 4.81  0.50
11 H -0.14 2.42 4.93  0.24
12 H 0.11 0.36 3.55  0.24
13 H -1.15 4.54 1.33  0.26
14 C -2.49 -1.33 -2.04  -0.67
15 C -1.06 -1.52 -2.41  0.42
16 N -0.02 -1.13 -1.70  -0.59
17 C 1.11 -1.50 -2.39  -0.08
18 C 0.75 -2.14 -3.52  -0.08
19 N -0.63 -2.15 -3.53  -0.35
20 C -1.47 -2.80 -4.51  -0.03
21 N -2.28 -3.81 -3.89  -0.23
22 N -3.64 -3.72 -3.94  -0.02
23 N -4.15 -4.66 -3.25  -0.20
24 C -3.13 -5.40 -2.69  0.03
25 C -3.16 -6.51 -1.83  -0.17
26 C -1.95 -7.02 -1.43  -0.23
27 C -0.73 -6.47 -1.85  -0.17
28 C -0.68 -5.38 -2.70  -0.27
29 C -1.91 -4.86 -3.11  0.15
30 H -2.53 -0.68 -1.17  0.24
31 H -2.97 -2.28 -1.79  0.26
32 H -3.05 -0.88 -2.86  0.24
33 H 2.10 -1.29 -2.01  0.24
34 H 1.33 -2.58 -4.31  0.24
35 H -0.82 -3.22 -5.27  0.22
36 H -2.16 -2.09 -4.97  0.24
37 H -4.11 -6.93 -1.51  0.23
38 H -1.93 -7.88 -0.76  0.23
39 H 0.19 -6.91 -1.50  0.23
40 H 0.26 -4.96 -3.02  0.23
41 O 7.66 -3.71 0.64  -1.01
42 S 8.81 -2.83 0.76  2.40
43 O 9.45 -2.85 2.06  -0.99
44 O 9.69 -2.81 -0.39  -0.99
45 C 8.08 -1.14 0.74  0.16
46 N 8.93 -0.11 0.82  -0.39
47 C 8.40 1.10 0.81  0.08
48 C 7.02 1.31 0.74  -0.29
49 C 6.23 0.18 0.67  0.16
50 N 6.77 -1.04 0.68  -0.44
51 C 4.75 0.20 0.59  0.02
52 C 4.00 1.36 0.41  -0.23
53 C 2.62 1.26 0.31  0.04
54 N 1.97 0.10 0.40  -0.58
55 C 2.69 -1.01 0.59  0.01
56 C 4.06 -1.01 0.69  -0.16
57 H 9.09 1.93 0.88  0.19
58 H 6.62 2.32 0.75  0.21
59 H 4.47 2.33 0.33  0.23
60 H 2.03 2.15 0.16  0.19
61 H 2.13 -1.94 0.66  0.22
62 H 4.63 -1.92 0.83  0.28
63 C -5.67 -6.01 1.75  -0.63
64 C -4.63 -4.95 1.53  0.01
65 C -4.97 -3.60 1.43  -0.22
66 C -4.01 -2.61 1.29  -0.03
67 C -4.44 -1.17 1.22  -0.63
68 C -2.65 -2.97 1.27  -0.22
69 Se -1.31 -1.61 1.47  -0.42
70 C -2.29 -4.33 1.29  0.08
71 C -0.86 -4.79 1.21  -0.64
72 C -3.29 -5.29 1.43  -0.25
73 H -6.67 -5.58 1.75  0.22
74 H -5.51 -6.49 2.72  0.22
75 H -5.62 -6.78 0.99  0.21
76 H -6.01 -3.31 1.48  0.20
77 H -5.52 -1.09 1.32  0.21
78 H -4.16 -0.72 0.26  0.21
79 H -3.96 -0.58 2.00  0.23
80 H -0.20 -3.99 0.89  0.22
81 H -0.77 -5.62 0.51  0.22
82 H -0.52 -5.14 2.19  0.22
83 H -3.00 -6.33 1.49  0.20


3.
The following is a DFT calculation (ωB97M-V with the def2-TZVPD basis set) of C34H32CoN4PS3 as an isolated structure in a non-equilibrium geometry.

Its net charge is +2. The calculation puts the HOMO-LUMO gap at 0.240 Eh. As for the highest occupied orbital energy: -0.473 hartree. The total energy is -121145.0027 eV. For the LUMO energy, the calculation gives -6.3 eV.

Each line ends with the Mulliken charge.
Atoms and positions in Å:
1 Co -0.49 -0.30 0.72  -0.44
2 C 4.46 2.39 -1.26  -0.66
3 C 4.00 1.51 -2.22  -0.73
4 C 3.11 0.50 -1.87  -0.44
5 C 2.68 0.38 -0.56  0.79
6 C 3.16 1.27 0.41  -0.69
7 C 4.05 2.27 0.06  -0.65
8 P 1.55 -0.91 0.03  1.39
9 C 1.48 -2.24 -1.19  0.79
10 C 0.97 -1.97 -2.46  -0.39
11 C 0.86 -2.98 -3.40  -0.88
12 C 1.24 -4.28 -3.07  -0.71
13 C 1.74 -4.56 -1.80  -0.82
14 C 1.86 -3.54 -0.86  -0.69
15 C 2.26 -1.46 1.58  -0.46
16 C 3.48 -2.07 1.76  -0.04
17 C 3.95 -2.30 3.07  -1.07
18 C 3.22 -1.88 4.15  -0.84
19 C 1.98 -1.22 3.99  1.09
20 C 1.21 -0.76 5.09  -1.00
21 C 0.03 -0.12 4.87  -0.99
22 C -0.46 0.09 3.55  0.29
23 C 0.24 -0.36 2.47  -0.01
24 C 1.49 -1.01 2.68  0.24
25 H 5.16 3.17 -1.54  0.43
26 H 4.33 1.59 -3.25  0.44
27 H 2.79 -0.21 -2.63  0.45
28 H 2.84 1.17 1.44  0.41
29 H 4.42 2.94 0.81  0.46
30 H 0.66 -0.97 -2.72  0.60
31 H 0.48 -2.77 -4.39  0.45
32 H 1.16 -5.07 -3.81  0.44
33 H 2.04 -5.56 -1.55  0.47
34 H 2.24 -3.77 0.12  0.40
35 H 4.08 -2.36 0.91  0.61
36 H 4.90 -2.79 3.21  0.45
37 H 3.60 -2.05 5.15  0.45
38 H 1.58 -0.91 6.09  0.46
39 H -0.55 0.25 5.71  0.45
40 H -1.41 0.59 3.43  0.47
41 C 0.47 3.61 -0.04  -0.92
42 C -0.70 2.80 0.41  0.61
43 N -0.75 1.51 0.56  0.45
44 C -1.97 0.96 0.91  -0.83
45 C -2.89 1.93 1.12  -0.45
46 S -2.21 3.50 0.84  -0.18
47 C -3.53 -1.87 -0.31  -0.08
48 C -4.00 -2.83 0.49  -0.41
49 S -2.96 -4.06 1.15  -0.15
50 C -1.53 -3.09 1.51  0.10
51 N -1.11 -2.16 0.74  0.73
52 C -0.86 -3.40 2.81  -0.93
53 H 1.24 2.96 -0.44  -0.04
54 H 0.89 4.18 0.79  0.32
55 H 0.17 4.32 -0.81  0.45
56 H -3.92 1.83 1.44  0.51
57 H -5.03 -2.89 0.82  0.52
58 H -1.27 -2.74 3.59  0.21
59 H 0.21 -3.23 2.74  0.04
60 H -1.07 -4.43 3.10  0.63
61 S -1.86 -2.01 -0.82  -0.06
62 C -4.33 -0.70 -0.72  0.19
63 N -5.45 -0.42 -0.09  -0.10
64 C -6.40 0.63 -0.50  -0.54
65 C -6.23 0.93 -1.98  -0.66
66 C -4.75 1.11 -2.28  -0.47
67 N -4.06 -0.13 -1.89  -0.02
68 H -5.55 -0.78 0.85  0.29
69 H -6.23 1.53 0.09  0.32
70 H -7.40 0.26 -0.28  0.41
71 H -6.77 1.85 -2.22  0.38
72 H -6.64 0.13 -2.59  0.30
73 H -4.34 1.94 -1.70  0.23
74 H -4.55 1.29 -3.33  0.43
75 H -3.12 -0.25 -2.23  0.21


Q: What is the formula in the third record?
A: C34H32CoN4PS3